Entry 1:
Formula: C23H44F5N2O3P
Source: the OMol25 dataset
Level of theory: wB97M-V/def2-TZVPD

Output
<S²> = 2.008
E = -56557.16047 eV
spin multiplicity = 3

Geometry (Å):
1 F 1.42 -5.09 -2.63
2 C 0.29 -4.40 -2.47
3 F 0.59 -3.26 -1.85
4 F -0.50 -5.11 -1.67
5 C -0.40 -4.12 -3.80
6 F -0.64 -5.34 -4.37
7 F 0.50 -3.46 -4.58
8 P -2.13 -3.13 -3.65
9 C -3.79 -2.24 -3.50
10 C -4.71 -3.02 -2.56
11 C -5.27 -4.28 -3.06
12 O -4.17 -4.19 -2.04
13 H -2.70 -4.30 -4.19
14 H -1.86 -2.89 -2.29
15 H -1.61 -2.19 -4.56
16 H -3.62 -1.27 -3.03
17 H -4.30 -2.13 -4.46
18 H -5.36 -2.43 -1.92
19 H -5.98 -4.87 -2.50
20 H -4.89 -4.71 -3.97
21 C 2.63 -3.41 2.19
22 C 1.31 -2.63 1.96
23 C 1.50 -1.57 0.88
24 C 2.33 -0.37 1.34
25 C 1.76 0.22 2.63
26 C 1.60 -0.81 3.74
27 N 0.84 -2.00 3.23
28 O -0.43 -1.76 3.20
29 C 2.98 -1.22 4.28
30 C 0.84 -0.21 4.92
31 C 0.29 -3.66 1.49
32 H 2.61 -4.36 1.66
33 H 3.51 -2.87 1.83
34 H 2.78 -3.64 3.24
35 H 0.52 -1.20 0.56
36 H 1.96 -2.03 0.01
37 H 3.38 -0.65 1.47
38 H 2.31 0.39 0.56
39 H 2.40 1.03 2.98
40 H 0.78 0.67 2.41
41 H 2.89 -2.04 4.99
42 H 3.42 -0.37 4.80
43 H 3.68 -1.51 3.51
44 H -0.12 0.20 4.62
45 H 1.44 0.60 5.34
46 H 0.66 -0.96 5.69
47 H 0.10 -4.41 2.26
48 H 0.68 -4.16 0.61
49 H -0.66 -3.20 1.22
50 C 1.89 4.65 0.39
51 C 1.30 4.00 -0.89
52 C 0.75 5.07 -1.83
53 C -0.55 5.71 -1.34
54 C -1.60 4.64 -1.03
55 C -1.09 3.58 -0.05
56 N 0.22 3.02 -0.52
57 O 0.03 2.18 -1.48
58 C -0.97 4.18 1.36
59 C -2.10 2.44 0.05
60 C 2.45 3.27 -1.57
61 H 2.97 4.71 0.31
62 H 1.52 5.66 0.56
63 H 1.68 4.05 1.27
64 H 0.57 4.62 -2.81
65 H 1.52 5.83 -1.97
66 H -0.37 6.34 -0.47
67 H -0.93 6.37 -2.12
68 H -2.49 5.10 -0.61
69 H -1.90 4.16 -1.96
70 H -0.50 3.47 2.04
71 H -1.97 4.40 1.74
72 H -0.41 5.11 1.39
73 H -2.33 2.01 -0.92
74 H -3.02 2.83 0.48
75 H -1.72 1.65 0.70
76 H 2.84 2.47 -0.95
77 H 3.24 3.99 -1.76
78 H 2.16 2.84 -2.53

Entry 2:
Formula: C23H44I3N2O5P2S
Source: the OMol25 dataset
Level of theory: wB97M-V/def2-TZVPD

Output
ΔE to the lowest compared entry with this formula, charge and spin = 0.000 eV
spin multiplicity = 1
net charge = +1

Geometry (Å):
1 C -1.77 0.50 -5.52
2 C -2.19 -0.36 -4.80
3 C -2.66 -1.46 -3.95
4 C -1.64 -2.02 -2.93
5 C -0.57 -2.79 -3.75
6 C 0.45 -2.08 -4.66
7 C 1.03 -0.74 -4.23
8 I 2.18 0.05 -5.87
9 C -2.39 -3.17 -2.22
10 C -3.59 -2.70 -1.40
11 C -3.46 -1.38 -0.58
12 I -3.38 -2.11 1.51
13 C -4.83 -0.66 -0.70
14 C -6.05 -1.37 -0.09
15 O -6.52 -0.99 0.91
16 I -7.05 -3.00 -1.07
17 C -2.24 -0.47 -0.94
18 S -2.94 1.00 -1.90
19 C -1.60 0.26 0.26
20 C -2.46 1.21 1.09
21 C -1.68 1.46 2.42
22 C -1.18 2.91 2.47
23 N -0.22 3.11 3.57
24 N -1.17 -1.05 -1.87
25 P 0.42 -1.75 -1.09
26 C 0.03 -2.70 0.41
27 C 1.45 -0.36 -0.44
28 C 1.56 0.90 -1.32
29 H -1.38 1.41 -5.91
30 H -3.58 -1.10 -3.48
31 H -2.98 -2.27 -4.61
32 H -1.19 -3.38 -4.43
33 H -0.07 -3.57 -3.17
34 H 0.01 -1.96 -5.65
35 H 1.29 -2.76 -4.83
36 H 1.77 -0.88 -3.45
37 H 0.31 0.04 -4.04
38 H -1.69 -3.84 -1.71
39 H -2.80 -3.75 -3.05
40 H -4.40 -2.55 -2.12
41 H -3.92 -3.52 -0.78
42 H -5.07 -0.54 -1.76
43 H -4.85 0.30 -0.20
44 H -1.89 1.83 -1.78
45 H -1.10 -0.43 0.93
46 H -0.85 0.91 -0.20
47 H -2.55 2.20 0.65
48 H -3.43 0.83 1.38
49 H -0.78 0.84 2.48
50 H -2.30 1.22 3.28
51 H -2.04 3.58 2.48
52 H -0.68 3.08 1.50
53 H -0.62 3.80 4.19
54 H 0.57 3.59 3.16
55 H -0.80 -0.24 -2.38
56 H -0.84 -3.33 0.31
57 H 0.89 -3.38 0.48
58 H 0.04 -2.11 1.33
59 H 2.42 -0.81 -0.25
60 H 1.07 -0.08 0.54
61 H 2.37 0.84 -2.04
62 H 1.82 1.73 -0.66
63 H 0.63 1.19 -1.79
64 C 3.28 1.43 5.76
65 O 4.28 1.09 4.78
66 P 4.50 2.14 3.56
67 O 3.26 2.13 2.77
68 O 5.69 1.25 2.90
69 C 6.55 0.40 3.67
70 O 5.21 3.54 3.17
71 C 6.44 3.91 3.83
72 H 3.32 0.67 6.54
73 H 3.49 2.40 6.21
74 H 2.29 1.44 5.31
75 H 6.16 -0.61 3.69
76 H 6.67 0.76 4.70
77 H 7.53 0.41 3.19
78 H 7.27 3.35 3.39
79 H 6.40 3.72 4.90
80 H 6.60 4.97 3.66

Entry 3:
Formula: C23H44N2O12S3
Source: the OMol25 dataset
Level of theory: wB97M-V/def2-TZVPD

Output
ΔE to the lowest compared entry with this formula, charge and spin = 16.261 eV
spin multiplicity = 1

Geometry (Å):
1 C 8.82 -12.99 -38.26
2 C 7.53 -12.33 -38.50
3 O 7.19 -11.92 -37.18
4 C 8.02 -12.40 -36.31
5 O 7.74 -12.51 -35.15
6 O 8.94 -13.12 -36.92
7 H 9.68 -12.34 -38.43
8 H 8.92 -13.93 -38.80
9 H 6.81 -13.09 -38.80
10 H 7.64 -11.52 -39.22
11 C 6.81 -16.92 -32.33
12 C 8.03 -17.10 -31.50
13 O 7.91 -16.08 -30.52
14 C 7.09 -15.17 -31.01
15 O 7.12 -14.00 -30.54
16 O 6.47 -15.59 -32.04
17 H 5.95 -17.53 -32.04
18 H 6.97 -17.05 -33.40
19 H 8.96 -16.92 -32.03
20 H 8.06 -18.04 -30.94
21 C 5.94 -15.38 -35.44
22 C 5.06 -15.84 -36.63
23 O 5.98 -16.05 -37.63
24 C 7.08 -15.33 -37.38
25 O 7.97 -15.07 -38.14
26 O 7.12 -14.94 -36.10
27 H 6.20 -16.19 -34.77
28 H 5.48 -14.54 -34.92
29 H 4.29 -15.13 -36.91
30 H 4.61 -16.78 -36.30
31 C 12.73 -11.50 -31.62
32 C 11.38 -12.14 -31.31
33 C 10.85 -12.85 -32.53
34 C 10.78 -11.87 -33.65
35 N 10.75 -11.09 -34.49
36 H 12.67 -10.57 -32.19
37 H 13.36 -12.23 -32.12
38 H 13.19 -11.19 -30.69
39 H 10.66 -11.40 -30.96
40 H 11.50 -12.84 -30.48
41 H 9.86 -13.16 -32.22
42 H 11.50 -13.71 -32.70
43 C 12.72 -16.22 -34.79
44 C 12.94 -15.53 -33.54
45 C 13.42 -14.02 -33.65
46 C 14.62 -13.90 -34.55
47 N 15.51 -13.84 -35.27
48 H 11.96 -15.76 -35.43
49 H 12.32 -17.20 -34.56
50 H 13.59 -16.35 -35.43
51 H 13.73 -16.16 -33.13
52 H 12.14 -15.62 -32.81
53 H 13.69 -13.77 -32.62
54 H 12.49 -13.52 -33.90
55 C 12.64 -13.54 -36.15
56 S 12.27 -13.63 -37.95
57 O 13.63 -13.85 -38.65
58 C 11.31 -15.19 -38.25
59 H 13.19 -14.42 -35.83
60 H 11.76 -13.61 -35.50
61 H 13.25 -12.73 -35.76
62 H 11.85 -15.94 -37.66
63 H 11.35 -15.44 -39.31
64 H 10.31 -15.07 -37.84
65 C 6.43 -18.05 -36.03
66 S 8.13 -17.79 -35.26
67 O 8.20 -16.46 -34.58
68 C 8.12 -19.03 -33.90
69 H 5.75 -17.71 -35.24
70 H 6.18 -19.09 -36.20
71 H 6.29 -17.49 -36.95
72 H 7.34 -18.81 -33.17
73 H 9.10 -19.08 -33.43
74 H 7.91 -20.03 -34.28
75 C 8.79 -14.38 -33.23
76 S 9.96 -13.90 -34.61
77 O 11.45 -14.13 -34.23
78 C 9.44 -14.98 -36.01
79 H 7.79 -14.19 -33.61
80 H 9.07 -13.82 -32.34
81 H 8.85 -15.44 -32.97
82 H 10.10 -14.91 -36.87
83 H 8.43 -14.69 -36.32
84 H 9.54 -15.94 -35.52